# 1
Molecular formula: CH4INS
Method: DFT, wB97M-V/def2-TZVPD

Geometry as XYZ:
```
8
Properties=species:S:1:pos:R:3:forces:R:3
C -0.374 0.134 0.543 3.1 -3.0 -1.7
N -0.944 0.658 -0.630 -0.1 -0.1 -1.1
S -0.439 0.760 -2.064 0.3 -0.2 0.0
I 1.585 2.478 -2.493 -0.4 -0.6 0.2
H 0.409 -0.763 0.604 -1.4 1.5 -1.3
H 0.118 0.851 1.062 1.7 2.8 1.4
H -1.071 -0.179 1.194 -3.1 -1.1 2.0
H 0.373 -0.350 -2.396 -0.1 0.8 0.5
```
Positions in Å, forces in eV/Å.

Properties
LUMO energy (spin up / spin down) in eV: -1.3 / -1.3
Largest force on an atom in eV/A: 4.7
HOMO (spin up / spin down) in eV: -9.07 / -9.07
HOMO-LUMO gap (spin up / spin down) in eV: 7.812 / 7.813
Total charge: 0

=====

# 2
Molecular formula: C8H12
Method: DFT, wB97M-V/def2-TZVPD

Geometry as XYZ:
```
20
Properties=species:S:1:pos:R:3:forces:R:3
C 2.167 1.311 -0.383 -0.7 0.6 -1.4
C 0.589 1.302 -0.057 4.7 2.2 0.0
C 0.065 2.424 0.448 -1.2 1.3 0.4
C -0.341 -0.662 1.073 -0.1 1.0 -0.4
C -0.055 0.037 -0.100 -2.3 -3.3 2.2
C -0.284 -0.626 -1.405 0.0 2.4 0.6
C -0.816 -1.804 -1.653 0.7 -1.9 -0.8
C -1.647 -1.370 1.422 1.2 0.0 -1.9
H 2.638 0.666 0.360 -0.3 -0.3 -0.1
H 2.801 2.251 -0.336 -1.5 -0.6 0.0
H 2.323 0.901 -1.394 0.2 -0.2 0.4
H -0.654 2.401 1.280 -0.7 -0.3 -1.1
H 0.200 3.479 0.056 1.1 -1.4 0.9
H 0.430 -0.729 1.850 -0.5 1.1 0.1
H 0.158 -0.053 -2.214 0.8 -0.5 -0.1
H -1.545 -2.260 -1.023 0.0 -0.4 0.6
H -0.237 -2.500 -2.305 -1.3 0.9 -0.5
H -1.658 -2.338 0.943 -0.1 -0.7 -0.3
H -2.506 -0.824 0.966 0.5 -0.3 1.0
H -1.630 -1.606 2.470 -0.6 0.4 0.5
```
Positions in Å, forces in eV/Å.

Properties
LUMO energy in eV: 0.3
SMILES string: C=C/C(=C\C)C(=C)C
Largest force on an atom in eV/A: 5.2
HOMO in eV: -7.68
HOMO-LUMO gap in eV: 7.965
Total charge: 0

=====

# 3
Molecular formula: C5H13NO
Method: DFT, wB97M-V/def2-TZVPD

Geometry as XYZ:
```
20
Properties=species:S:1:pos:R:3:forces:R:3
N 0.193 -3.970 0.894 0.0 0.1 0.0
C -0.216 -2.619 0.679 0.1 0.0 0.0
O 0.919 -1.763 0.520 0.0 0.1 -0.1
H 0.766 -4.290 0.122 0.0 0.0 0.0
H 0.753 -4.034 1.736 0.0 0.0 0.0
H -0.838 -2.577 -0.218 0.0 0.0 0.0
H -0.800 -2.296 1.544 -0.1 0.0 0.0
H 0.626 -0.892 0.219 0.0 -0.1 0.0
C -0.525 1.506 -0.082 0.0 0.0 -0.1
C 0.307 2.211 -0.836 0.1 0.0 0.1
C 1.516 2.927 -0.321 0.1 0.0 0.0
C -1.754 0.818 -0.592 0.0 -0.1 0.0
H -0.317 1.428 0.982 0.0 0.0 0.1
H 0.105 2.302 -1.900 0.0 0.0 0.0
H 2.428 2.583 -0.817 0.0 0.0 0.0
H 1.448 4.000 -0.511 0.0 0.0 0.0
H 1.634 2.773 0.752 0.0 0.0 0.0
H -1.873 0.967 -1.665 0.0 0.1 0.0
H -2.650 1.186 -0.089 0.0 0.0 0.0
H -1.722 -0.259 -0.415 0.0 0.0 0.0
```
Positions in Å, forces in eV/Å.

Properties
LUMO energy in eV: 1.0
SMILES string: C/C=C/C.NCO
Largest force on an atom in eV/A: 0.1
HOMO in eV: -9.48
HOMO-LUMO gap in eV: 10.514
Total charge: 0

=====

# 4
Molecular formula: C54H86N4O14S3
Method: DFT, wB97M-V/def2-TZVPD

Geometry as XYZ:
```
161
Properties=species:S:1:pos:R:3:forces:R:3
C -3.997 -0.976 4.991 -1.1 0.5 0.8
C -2.910 -1.547 5.563 0.6 1.0 -0.1
C -2.415 -2.694 5.041 1.8 -0.5 0.3
C -3.013 -3.284 3.968 -1.2 -0.7 0.0
C -4.194 -2.746 3.393 0.5 -0.4 0.5
C -4.678 -1.577 3.935 0.3 0.9 0.3
N -2.636 -4.697 3.660 0.9 0.7 2.5
O -3.153 -5.166 2.726 -1.7 -1.3 -3.6
O -1.940 -5.353 4.422 0.3 1.0 0.3
H -4.310 -0.135 5.592 -0.8 0.5 -0.8
H -2.381 -0.984 6.318 0.0 -0.3 0.3
H -1.485 -3.019 5.485 -0.1 -0.8 -0.2
H -4.817 -3.223 2.651 0.5 -0.4 -0.2
H -5.563 -1.088 3.556 -0.1 -0.2 -0.1
C -10.955 -5.025 -4.647 2.7 -0.6 -0.4
C -9.742 -4.825 -5.371 -0.6 -0.2 1.4
C -8.567 -4.341 -4.735 -1.5 -0.2 -0.1
C -8.585 -4.193 -3.327 -0.1 -0.5 -1.1
C -9.720 -4.593 -2.621 0.5 1.5 0.7
C -10.905 -4.850 -3.274 -0.7 0.0 -0.4
N -7.356 -3.622 -2.695 2.5 1.0 0.4
O -6.366 -3.551 -3.458 -1.9 -0.2 1.3
O -7.285 -3.187 -1.520 -1.3 -1.4 -2.4
H -11.732 -5.612 -5.114 -0.5 0.7 -0.1
H -9.776 -5.170 -6.394 0.5 0.5 -0.2
H -7.720 -4.096 -5.358 0.2 0.0 0.3
H -9.741 -4.554 -1.542 0.2 0.2 0.1
H -11.844 -4.846 -2.742 0.1 -0.6 0.4
C -4.790 4.655 -1.997 -0.8 1.3 0.8
C -4.436 5.847 -2.641 -0.7 -1.1 -0.2
C -4.981 7.023 -2.216 -0.7 1.8 0.0
C -5.833 7.172 -1.109 0.9 -2.1 -0.9
C -6.238 5.989 -0.477 0.2 0.0 -0.3
C -5.719 4.761 -0.934 1.0 0.0 -0.6
N -6.373 8.475 -0.798 -2.7 1.2 3.1
O -6.879 8.659 0.354 1.6 -1.2 -2.1
O -6.469 9.334 -1.638 0.9 -0.2 -0.8
H -4.446 3.683 -2.320 0.0 0.0 0.0
H -3.976 5.890 -3.617 0.6 -0.3 0.2
H -4.862 7.864 -2.883 0.2 0.4 0.3
H -7.009 6.000 0.279 0.1 0.1 0.2
H -5.984 3.811 -0.495 -0.4 0.2 0.4
C -2.709 6.412 2.952 -1.2 1.2 0.5
C -3.665 6.013 3.939 1.9 1.3 -2.2
C -4.435 7.015 4.501 -0.8 1.3 0.1
C -4.335 8.391 4.108 0.5 -2.3 -0.4
C -3.360 8.745 3.141 -0.5 0.8 1.2
C -2.537 7.797 2.604 -0.3 -3.4 0.1
N -5.293 9.402 4.669 0.6 -0.6 -0.1
O -4.892 10.529 4.598 0.4 1.3 -0.2
O -6.356 9.091 5.167 0.3 -0.8 -0.2
H -2.224 5.649 2.362 0.4 0.0 0.2
H -3.762 4.946 4.074 -0.4 0.1 0.6
H -5.185 6.722 5.221 -0.2 0.3 0.1
H -3.123 9.752 2.832 -0.7 0.3 0.2
H -1.829 7.983 1.810 0.0 0.5 0.1
C -0.276 -13.186 -3.065 1.2 -0.4 0.1
C 1.155 -12.696 -2.753 -1.3 1.2 1.3
C 1.124 -11.672 -1.532 0.3 1.5 -0.8
C 0.693 -10.148 -1.763 -1.5 -0.9 0.7
C 0.563 -9.270 -0.448 0.4 -0.3 -1.5
C 0.490 -7.738 -0.797 0.5 -2.1 0.8
H -0.730 -12.355 -3.606 -0.8 -0.5 0.2
H -0.770 -13.566 -2.171 -0.4 0.8 0.2
H -0.225 -14.116 -3.631 0.0 0.3 -0.8
H 1.775 -13.555 -2.496 0.3 0.3 -0.1
H 1.500 -12.157 -3.635 0.5 -0.3 0.0
H 2.143 -11.476 -1.201 0.2 -0.9 0.6
H 0.463 -12.039 -0.746 0.4 -0.3 0.2
H 1.373 -9.679 -2.475 -0.2 0.1 -0.1
H -0.346 -10.152 -2.092 0.1 0.1 -1.0
H -0.345 -9.518 0.103 0.2 -0.5 0.1
H 1.469 -9.557 0.086 -0.1 0.6 0.8
H 1.521 -7.550 -1.096 -0.3 0.9 -0.3
H -0.274 -7.583 -1.559 0.3 0.2 -0.2
H 0.194 -7.196 0.101 0.3 0.2 -0.1
C 11.129 2.475 4.016 -0.2 -0.1 0.1
C 10.221 1.932 2.878 -0.7 0.3 -1.1
C 8.966 2.733 2.496 -0.9 1.9 1.2
C 8.234 2.525 1.164 0.1 -1.9 0.4
C 6.931 3.343 0.904 0.9 1.0 0.0
C 7.248 4.855 0.691 0.1 -1.1 0.1
H 11.924 3.178 3.768 0.2 -0.4 -0.9
H 11.560 1.618 4.533 0.2 0.1 0.0
H 10.670 3.092 4.787 -1.0 -0.4 0.0
H 10.702 1.851 1.903 0.9 0.0 0.2
H 9.898 0.907 3.059 0.1 -0.1 0.4
H 9.188 3.794 2.618 0.4 0.3 -0.2
H 8.194 2.632 3.259 -0.1 -0.3 0.4
H 8.991 2.430 0.385 -0.2 1.0 -0.6
H 7.977 1.467 1.224 -0.6 -0.3 -0.1
H 6.359 3.032 0.030 0.4 -0.5 -0.1
H 6.238 3.215 1.735 0.1 -0.1 0.2
H 6.430 5.401 0.221 -0.1 0.0 0.2
H 7.523 5.326 1.635 0.0 0.2 -0.1
H 8.097 4.860 0.008 0.1 0.4 0.0
C 1.116 0.599 4.213 -0.6 -1.2 -1.2
C 1.617 0.754 2.733 0.1 1.4 1.2
C 0.632 0.963 1.534 2.4 -2.2 0.6
C -0.015 -0.425 1.133 -2.0 2.3 0.1
C -0.670 -0.287 -0.288 0.8 -2.5 1.0
C -1.374 -1.688 -0.662 0.0 1.4 0.8
H 0.128 1.036 4.358 0.0 0.1 0.1
H 1.810 0.943 4.979 0.1 0.3 -0.3
H 1.037 -0.481 4.341 -0.4 -0.1 0.5
H 2.212 1.662 2.835 0.4 0.1 -0.7
H 2.298 -0.083 2.579 0.0 0.1 -0.5
H 1.307 1.194 0.710 0.1 0.2 -0.2
H 0.101 1.903 1.687 -1.0 -0.6 0.0
H 0.618 -1.307 1.237 0.6 0.4 -0.3
H -0.799 -0.588 1.872 -0.4 -0.3 0.0
H -1.322 0.585 -0.249 -0.3 -0.3 -0.3
H 0.201 -0.070 -0.906 -0.3 0.0 -0.6
H -2.133 -1.881 0.097 -0.4 0.3 0.0
H -1.877 -1.748 -1.627 0.2 0.2 -0.1
H -0.755 -2.573 -0.520 0.7 0.3 -0.4
C 2.907 6.183 6.483 0.5 -1.2 1.1
C 3.237 7.199 7.602 0.1 1.9 -1.0
C 4.677 7.649 7.442 1.4 -1.0 0.1
S 5.088 7.641 5.584 1.3 0.0 0.9
O 6.402 7.016 5.216 -3.4 0.7 1.1
O 4.878 8.997 5.108 -0.2 -0.6 0.2
C 3.593 6.591 5.216 1.0 0.5 -1.0
H 1.852 5.945 6.346 -0.1 0.7 -0.1
H 3.303 5.184 6.668 0.3 0.0 0.8
H 3.070 7.003 8.661 -0.3 -0.7 -0.3
H 2.750 8.154 7.406 -1.1 -0.2 -0.1
H 5.245 6.948 8.052 0.8 -0.2 -0.7
H 4.923 8.628 7.855 -0.3 0.1 -0.4
H 4.120 5.780 4.713 -0.7 -0.2 -0.3
H 2.879 7.116 4.582 0.6 0.2 -0.4
C 4.747 -2.592 -5.136 2.4 0.1 -1.6
C 3.694 -2.673 -4.151 -3.2 0.0 1.3
C 4.197 -2.964 -2.731 0.6 -1.0 -1.0
S 5.682 -2.026 -2.708 3.2 1.5 1.7
O 6.834 -2.736 -1.979 -3.6 2.1 -2.0
O 5.273 -0.633 -2.406 0.7 -1.8 0.3
C 6.034 -2.003 -4.493 -0.4 -1.3 0.3
H 4.363 -2.057 -6.004 0.4 0.3 0.0
H 4.926 -3.595 -5.524 0.5 0.0 0.1
H 3.042 -3.437 -4.575 -0.5 -0.2 0.8
H 3.104 -1.756 -4.179 0.0 0.1 0.4
H 4.576 -3.986 -2.691 -0.3 -0.3 0.3
H 3.584 -2.721 -1.863 0.0 0.1 -0.3
H 6.850 -2.725 -4.535 0.2 0.4 -0.5
H 6.309 -0.995 -4.802 0.0 -0.2 0.3
C -1.547 -0.316 -6.522 0.9 -0.5 -1.4
C -0.529 0.448 -7.413 1.3 -0.7 -0.6
C 0.126 -0.491 -8.511 -1.7 -0.7 -0.3
S -0.836 -2.137 -8.555 -0.8 0.9 0.3
O -0.137 -3.176 -7.796 -0.5 1.0 -0.8
O -1.385 -2.452 -9.894 1.1 0.7 2.2
C -2.169 -1.409 -7.456 0.3 -0.2 0.1
H -2.280 0.387 -6.127 -0.1 -0.3 0.0
H -0.858 -0.623 -5.736 -0.9 -0.9 0.3
H 0.291 0.743 -6.759 -0.1 0.3 -0.1
H -0.895 1.352 -7.900 -0.2 -0.2 0.0
H 1.180 -0.758 -8.430 -0.1 0.3 0.1
H -0.153 -0.107 -9.492 0.6 0.0 -0.1
H -2.663 -2.295 -7.055 0.1 0.2 0.5
H -2.907 -0.923 -8.095 0.2 0.0 -0.3
```
Positions in Å, forces in eV/Å.

Properties
LUMO energy in eV: -1.1
SMILES string: O=[N+]([O-])c1ccccc1.O=[N+]([O-])c1ccccc1.O=[N+]([O-])c1ccccc1.O=[N+]([O-])c1ccccc1.O=S1(=O)CCCC1.O=S1(=O)CCCC1.O=S1(=O)CCCC1.CCCCCC.CCCCCC.CCCCCC
Largest force on an atom in eV/A: 4.7
HOMO in eV: -10.07
HOMO-LUMO gap in eV: 8.977
Total charge: 0

=====

Record order is preserved below.
Relative energy (zero: lowest compared OMol25 entry of this formula, charge and spin): 184.1; 383.7; 126.3; 517.2 kJ/mol